Entry 1:
ORCA calculation (ωB97M-V/def2-TZVPD) on a structure of composition C23H48AlO4.

Output
- LUMO energy: 2.04 eV
- Orbital gap: 6.02 eV
- Total charge: -1

Each line ends with the Löwdin charge.
Cartesian coordinates (Å):
1 C 5.30 -0.02 -0.68  -0.108
2 C 5.30 0.58 -2.12  -0.250
3 C 3.88 1.10 -2.50  -0.283
4 C 3.12 0.19 -3.51  -0.256
5 Al 1.32 -0.52 -2.90  0.366
6 C 1.50 -1.80 -1.33  -0.267
7 O 1.66 -1.14 -0.04  -0.304
8 C 2.30 -1.95 0.91  -0.163
9 C -0.09 0.97 -2.57  -0.182
10 C 0.62 2.10 -1.90  -0.335
11 C 0.79 2.05 -0.52  -0.068
12 C 1.46 3.02 0.16  -0.067
13 C 2.01 4.09 -0.52  -0.318
14 C 2.78 5.12 0.28  -0.072
15 C 1.82 4.16 -1.86  -0.085
16 C 1.15 3.18 -2.57  -0.068
17 H 5.86 0.65 -0.01  0.058
18 H 4.30 -0.11 -0.26  0.045
19 H 5.75 -1.02 -0.70  0.060
20 H 5.94 1.48 -2.08  0.082
21 H 5.72 -0.09 -2.87  0.087
22 H 3.34 1.28 -1.56  0.074
23 H 4.02 2.07 -2.98  0.085
24 H 2.93 0.76 -4.43  0.030
25 H 3.72 -0.68 -3.81  0.032
26 H 0.74 -1.40 -4.13  -0.055
27 H 2.44 -2.36 -1.49  0.050
28 H 0.71 -2.58 -1.28  0.046
29 H 1.89 -1.75 1.92  0.067
30 H 2.15 -3.02 0.70  0.079
31 H 3.39 -1.79 0.97  0.068
32 H -0.82 0.56 -1.87  0.054
33 H -0.54 1.29 -3.51  0.034
34 H 0.39 1.22 0.06  0.107
35 H 1.60 2.98 1.24  0.109
36 H 3.67 4.63 0.69  0.073
37 H 3.15 5.96 -0.32  0.065
38 H 2.21 5.50 1.13  0.068
39 H 2.25 4.99 -2.43  0.106
40 H 1.04 3.25 -3.64  0.112
41 C -0.47 -0.15 3.86  -0.059
42 C -0.65 -1.66 3.80  -0.497
43 C -1.87 -2.10 4.60  -0.072
44 O 0.51 -2.30 4.31  -0.062
45 H -0.32 0.18 4.90  0.078
46 H 0.41 0.15 3.30  0.075
47 H -1.34 0.37 3.46  0.081
48 H -0.76 -1.97 2.76  0.139
49 H -1.77 -1.84 5.65  0.071
50 H -1.99 -3.19 4.55  0.079
51 H -2.78 -1.64 4.21  0.078
52 H 0.62 -2.04 5.23  0.081
53 C -6.40 -1.51 6.34  -0.064
54 C -5.31 -2.49 6.76  -0.500
55 C -5.79 -3.40 7.89  -0.067
56 O -4.15 -1.78 7.18  -0.061
57 H -6.67 -0.86 7.18  0.079
58 H -6.04 -0.87 5.54  0.079
59 H -7.29 -2.03 5.99  0.079
60 H -5.02 -3.10 5.90  0.137
61 H -6.05 -2.81 8.77  0.079
62 H -5.00 -4.09 8.18  0.079
63 H -6.67 -3.98 7.58  0.078
64 H -4.39 -1.24 7.94  0.086
65 C -1.35 1.33 -6.73  -0.067
66 C -1.32 -0.17 -7.01  -0.503
67 C -2.60 -0.63 -7.69  -0.075
68 O -1.13 -0.88 -5.79  -0.094
69 H -2.17 1.58 -6.05  0.080
70 H -0.42 1.64 -6.23  0.076
71 H -1.46 1.90 -7.65  0.072
72 H -0.46 -0.41 -7.64  0.138
73 H -3.46 -0.44 -7.05  0.076
74 H -2.57 -1.70 -7.88  0.074
75 H -2.75 -0.11 -8.64  0.071
76 H -1.88 -0.68 -5.21  0.085

Entry 2:
ORCA calculation (ωB97M-V/def2-TZVPD) on a cluster of 9 separate species, C8H34N8O11 in total.

Output
- LUMO energy: 0.00 eV
- Orbital gap: 9.62 eV
- SMILES: NC(N)=O.NC(N)=O.NC(N)=O.NC(N)=O.OCCO.OCCO.O.O.O

Each line ends with the Löwdin charge.
Cartesian coordinates (Å):
1 N -9.83 -15.19 12.90  0.164
2 C -9.36 -14.94 14.11  -0.747
3 N -8.73 -13.81 14.34  0.152
4 O -9.52 -15.73 15.06  -0.009
5 H -10.45 -15.98 12.92  0.114
6 H -9.71 -14.63 12.06  0.106
7 H -8.23 -13.65 15.20  0.119
8 H -8.68 -13.16 13.56  0.101
9 N -14.38 -23.13 5.86  0.159
10 C -13.86 -22.78 6.96  -0.790
11 N -13.15 -21.65 6.79  0.143
12 O -13.81 -23.41 8.00  0.038
13 H -14.51 -24.12 5.71  0.128
14 H -14.53 -22.50 5.08  0.119
15 H -12.93 -21.31 5.87  0.099
16 H -12.57 -21.31 7.55  0.105
17 N -6.74 -14.64 8.06  0.176
18 C -6.83 -15.90 7.78  -0.825
19 N -6.03 -16.54 8.54  0.158
20 O -7.57 -16.48 7.02  0.039
21 H -7.44 -13.95 7.83  0.118
22 H -5.93 -14.49 8.64  0.110
23 H -5.76 -16.05 9.38  0.113
24 H -6.00 -17.55 8.50  0.119
25 N -14.13 -13.47 11.10  0.158
26 C -15.19 -13.10 10.41  -0.784
27 N -16.00 -14.16 10.17  0.149
28 O -15.27 -11.99 10.02  0.069
29 H -13.33 -12.86 11.04  0.120
30 H -14.15 -14.42 11.44  0.077
31 H -15.93 -14.93 10.83  0.079
32 H -16.93 -13.98 9.82  0.104
33 O -8.85 -20.48 8.17  -0.077
34 C -8.18 -21.51 8.88  -0.217
35 C -6.77 -21.85 8.20  -0.207
36 O -6.09 -20.59 7.96  -0.084
37 H -8.33 -19.67 8.15  0.069
38 H -7.89 -21.20 9.88  0.108
39 H -8.80 -22.40 8.88  0.116
40 H -6.89 -22.54 7.37  0.106
41 H -6.15 -22.52 8.80  0.102
42 H -5.70 -20.63 7.09  0.083
43 O -10.40 -13.52 8.37  -0.092
44 C -10.87 -12.82 7.18  -0.206
45 C -10.67 -13.53 5.83  -0.259
46 O -11.13 -14.85 5.80  -0.059
47 H -10.81 -14.38 8.48  0.052
48 H -11.93 -12.63 7.35  0.115
49 H -10.35 -11.88 7.00  0.114
50 H -9.61 -13.58 5.55  0.119
51 H -11.28 -12.93 5.16  0.122
52 H -10.48 -15.44 6.18  0.082
53 O -14.52 -16.73 12.59  -0.044
54 H -14.85 -17.56 12.22  0.037
55 H -14.86 -16.71 13.48  0.041
56 O -11.63 -16.93 9.13  -0.044
57 H -11.33 -17.57 8.49  0.033
58 H -12.48 -17.26 9.43  0.031
59 O -14.29 -16.76 6.22  -0.055
60 H -14.92 -16.16 6.61  0.028
61 H -13.45 -16.30 6.27  0.007

Entry 3:
ORCA calculation (ωB97M-V/def2-TZVPD) on a structure of composition C16H26N5OSe2V.

Output
- LUMO energy (spin up / spin down): -2.53 / -2.50 eV
- Orbital gap (spin up / spin down): 8.14 / 7.61 eV
- Total charge: +1
- 2S+1: 2

Each line ends with the Mulliken spin population.
Cartesian coordinates (Å):
1 V -0.02 -0.14 -0.57  1.001
2 C 0.58 -2.31 2.30  0.002
3 Se -0.91 -1.34 1.51  -0.015
4 C -1.88 -2.87 0.79  -0.006
5 C -1.30 -3.37 -0.51  0.008
6 Se -1.33 -1.93 -1.84  -0.013
7 C -0.09 -2.73 -3.11  -0.002
8 H 0.21 -2.93 3.11  -0.001
9 H 1.27 -1.56 2.68  0.001
10 H 1.08 -2.91 1.54  0.001
11 H -2.91 -2.54 0.66  0.000
12 H -1.87 -3.65 1.55  0.000
13 H -1.88 -4.20 -0.91  0.000
14 H -0.26 -3.68 -0.40  0.000
15 H 0.88 -2.85 -2.63  0.001
16 H -0.01 -2.06 -3.96  0.000
17 H -0.50 -3.68 -3.44  0.000
18 N 0.29 1.31 -2.31  -0.004
19 C -0.62 2.27 -1.76  0.036
20 C -0.26 3.59 -1.55  0.018
21 C -1.11 4.44 -0.86  -0.001
22 C -2.33 3.97 -0.37  0.004
23 C -2.69 2.65 -0.59  -0.003
24 C -1.84 1.80 -1.28  -0.044
25 H 1.19 1.71 -2.51  0.000
26 H -0.07 0.91 -3.17  0.002
27 H 0.69 3.96 -1.93  0.000
28 H -0.83 5.47 -0.71  0.000
29 H -2.99 4.64 0.16  0.000
30 H -3.64 2.28 -0.22  0.000
31 H -2.16 0.78 -1.48  0.005
32 C 2.96 3.83 1.77  -0.001
33 N 2.29 2.77 1.00  0.009
34 C 3.08 2.18 -0.07  0.009
35 C 1.08 2.33 1.31  -0.002
36 C 0.34 2.98 2.45  0.000
37 O 0.53 1.40 0.69  -0.018
38 H 3.77 4.22 1.17  0.000
39 H 3.37 3.44 2.70  0.000
40 H 2.27 4.64 1.99  0.000
41 H 4.04 1.83 0.31  0.000
42 H 3.27 2.93 -0.85  0.000
43 H 2.55 1.33 -0.49  -0.004
44 H 0.94 3.02 3.35  0.000
45 H -0.57 2.42 2.63  0.000
46 H 0.07 4.01 2.18  0.000
47 N 1.69 -1.17 -0.59  -0.032
48 C 2.79 -1.44 -0.29  0.039
49 N 3.96 -1.81 0.02  0.007
50 C 4.89 -0.86 0.16  0.002
51 N 5.71 -0.06 0.28  -0.002

Entry 4:
ORCA calculation (ωB97M-V/def2-TZVPD) on a structure of composition C28H20ClIKN5O2.

Output
- LUMO energy: 4.18 eV
- Orbital gap: 5.95 eV
- Total charge: -2

Each line ends with the Löwdin charge.
Cartesian coordinates (Å):
1 K 0.78 -0.26 1.07  0.459
2 O 0.98 4.45 2.21  -0.086
3 C 1.23 3.24 1.98  -0.576
4 N 0.62 2.16 2.40  -0.019
5 C -0.56 2.43 3.19  -0.209
6 C -1.62 1.37 2.99  -0.262
7 C -2.49 0.99 4.02  -0.045
8 C -3.46 0.04 3.76  -0.097
9 C -3.55 -0.52 2.49  -0.079
10 C -2.64 -0.09 1.53  -0.137
11 N -1.71 0.83 1.77  0.078
12 C 2.42 2.97 1.06  -0.199
13 C 3.57 3.75 1.20  -0.029
14 C 4.65 3.49 0.38  -0.092
15 C 4.55 2.49 -0.58  -0.088
16 C 3.36 1.79 -0.67  -0.184
17 N 2.31 2.02 0.13  0.084
18 H -1.00 3.41 2.95  0.111
19 H -0.32 2.48 4.27  0.110
20 H -2.37 1.42 5.00  0.098
21 H -4.13 -0.29 4.55  0.091
22 H -4.26 -1.30 2.26  0.092
23 H -2.62 -0.54 0.54  0.099
24 H 3.58 4.53 1.94  0.104
25 H 5.57 4.05 0.49  0.090
26 H 5.38 2.22 -1.22  0.091
27 H 3.25 0.99 -1.39  0.080
28 Cl 1.11 -7.71 -0.51  0.540
29 C 0.60 -6.11 0.03  -0.686
30 C 0.47 -5.86 1.41  -0.138
31 C 0.09 -4.62 1.85  -0.020
32 C -0.20 -3.52 0.95  -0.416
33 O -0.52 -2.39 1.40  -0.174
34 C -0.06 -3.83 -0.45  -0.136
35 C -0.27 -2.86 -1.51  -0.101
36 N -0.83 -1.71 -1.38  0.112
37 C -1.01 -0.94 -2.53  -0.203
38 C -1.33 -1.44 -3.77  -0.042
39 C -1.53 -0.59 -4.89  -0.108
40 C -1.41 0.77 -4.76  -0.075
41 C -1.11 1.33 -3.49  -0.169
42 C -0.99 2.72 -3.28  -0.040
43 C -0.75 3.19 -2.02  -0.044
44 C -0.62 2.27 -0.96  -0.126
45 N -0.69 0.97 -1.13  0.108
46 C -0.93 0.49 -2.38  -0.148
47 C 0.36 -5.11 -0.86  -0.101
48 H 0.68 -6.65 2.12  0.089
49 H 0.01 -4.41 2.91  0.103
50 H 0.10 -3.18 -2.49  0.117
51 H -1.46 -2.51 -3.89  0.098
52 H -1.78 -1.02 -5.85  0.089
53 H -1.56 1.42 -5.61  0.096
54 H -1.10 3.40 -4.12  0.103
55 H -0.65 4.25 -1.82  0.100
56 H -0.46 2.61 0.06  0.091
57 H 0.50 -5.30 -1.92  0.100
58 I 3.81 -1.77 0.56  -0.506

So what do the calculations give for total energy? Going down the list: -39416.530 -43291.371 -182886.708 -77859.080 eV.